ORCA calculation (ωB97M-V with the def2-TZVPD basis set) on a gas-phase ion, C24H45IN3O6P2 (charge +1) in a non-equilibrium geometry.

The geometry in XYZ format:
```
81
Properties=species:S:1:pos:R:3:forces:R:3
C 5.33702 -1.57884 1.72050 0.305 -0.132 1.176
C 4.05668 -2.47080 2.09534 -0.100 0.296 0.434
C 2.81571 -2.33879 1.07980 0.325 -0.984 -1.012
C 2.95457 -1.10251 0.03453 0.999 -0.975 0.712
N 1.66314 -0.85541 -0.72555 -0.809 0.341 1.006
C 1.75318 -1.11664 -2.18771 1.163 -0.062 -2.007
C 2.82497 -0.11414 -2.92224 -1.559 -0.964 -0.113
P 2.00629 1.52478 -3.37950 3.857 5.220 -0.032
O 3.14972 2.57348 -3.44783 -3.142 -2.988 -0.034
O 1.25640 1.54712 -4.90793 0.201 -1.943 3.239
C 0.47699 0.35126 -5.17840 -2.068 -0.948 -1.934
C -0.98782 0.35118 -4.51536 0.466 -0.242 0.719
O 1.00272 2.01166 -2.08921 0.508 -1.428 -2.775
C 0.41753 3.32557 -2.32246 -1.101 2.129 1.371
C 1.07954 4.37763 -1.26993 -0.126 -0.189 -0.300
C 0.55689 -0.43753 -0.08845 -0.748 0.524 0.711
N 0.57372 -0.14913 1.36493 -0.183 0.817 -3.297
C 1.25233 1.15637 1.66866 1.700 -0.350 1.133
I -0.06080 2.66004 2.59705 0.478 -0.491 -0.411
C 2.44997 0.93775 2.75536 0.829 1.962 -0.925
C 3.51930 2.14318 2.47071 0.301 0.331 0.395
N -0.67733 -0.26898 -0.82612 -0.507 -1.912 1.328
C -1.37359 -1.51586 -1.23433 -0.350 -2.189 -1.266
C -2.53616 -2.06257 -0.29336 -0.587 -1.283 0.246
C -2.14382 -2.21608 1.26658 -0.025 -1.032 -0.014
O -3.80751 -1.36312 -0.49736 1.458 -1.051 0.710
C -4.92903 -2.22922 -0.19306 -2.006 1.215 -0.779
C -6.16220 -1.23485 0.14914 -2.469 2.405 0.918
C -7.16606 -1.45449 1.30044 0.096 3.006 -2.414
C -8.28898 -0.38645 1.54900 1.571 0.601 -1.842
C -8.46620 0.90477 0.72161 3.205 -2.939 -0.883
C -7.45969 1.11771 -0.46085 0.461 -3.027 2.231
C -6.34681 0.06646 -0.71733 -1.971 -0.179 2.086
P -1.65287 1.11011 -0.40721 0.481 4.119 0.247
O -2.65632 1.37746 -1.80467 0.579 -1.325 2.029
O -2.58907 0.90745 1.01261 -0.223 -0.433 -2.011
H 5.82142 -1.88230 0.72988 -0.834 0.559 1.297
H 5.13025 -0.44311 1.78252 0.298 -1.845 -0.365
H 6.12352 -1.77949 2.54447 -1.182 0.327 -1.395
H 3.64967 -2.19453 3.14325 0.933 -0.301 -1.632
H 4.41334 -3.56185 2.18040 -0.755 1.639 -0.288
H 1.81435 -2.36667 1.62105 1.439 0.346 -0.678
H 2.84054 -3.28815 0.41508 -0.200 1.519 0.952
H 3.77067 -1.44319 -0.70947 -1.619 0.741 0.984
H 3.35236 -0.14545 0.50757 -0.890 -1.214 -0.651
H 0.78299 -1.00547 -2.76795 1.004 -0.214 1.362
H 2.16519 -2.17694 -2.39048 -0.864 1.508 0.839
H 3.75624 0.07326 -2.29578 -1.386 0.126 -0.916
H 3.14196 -0.60351 -3.91880 -0.475 0.800 1.584
H 1.02315 -0.63323 -4.94439 -0.567 1.545 -0.138
H 0.30517 0.33458 -6.32253 0.555 0.126 1.833
H -0.84521 0.38051 -3.38059 -0.399 0.131 -1.450
H -1.63697 1.24117 -4.81294 1.131 -1.156 0.313
H -1.57772 -0.61290 -4.74779 1.117 1.444 0.122
H -0.70728 3.31207 -2.05381 1.831 -0.566 -0.562
H 0.48574 3.68790 -3.40391 0.279 -0.672 1.505
H 1.86516 4.99828 -1.82722 -1.098 -0.857 1.095
H 1.56349 3.82338 -0.37896 -0.671 0.725 -1.604
H 0.26489 5.04562 -0.79236 1.321 -0.964 -1.044
H -0.38116 -0.16120 1.75096 0.438 -0.095 -0.471
H 1.61637 1.62689 0.69651 -0.379 -0.614 1.382
H 2.09568 1.10732 3.83158 0.306 -0.834 -1.695
H 3.01633 -0.03828 2.59709 -1.240 1.125 0.353
H 4.60602 1.77249 2.47256 -1.635 0.431 0.070
H 3.34988 2.65619 1.46335 0.157 -0.776 1.277
H 3.45293 2.97288 3.26854 0.032 -1.372 -1.252
H -0.58372 -2.36040 -1.30756 -1.281 1.269 0.240
H -1.79683 -1.42053 -2.30404 0.576 0.141 1.718
H -2.75481 -3.14496 -0.65132 0.772 1.620 0.256
H -2.66202 -1.47000 1.95496 0.911 -0.711 -1.161
H -0.99559 -2.24510 1.40682 -1.837 0.205 -0.156
H -2.49920 -3.26207 1.61220 0.587 1.705 -0.519
H -5.22678 -2.73686 -1.18855 0.555 0.291 1.687
H -4.72500 -2.97732 0.64277 -0.315 1.071 -1.079
H -7.07475 -2.38480 1.96191 -0.279 1.635 -1.049
H -9.01463 -0.56250 2.42070 1.285 0.237 -1.508
H -9.28637 1.66540 0.97369 1.452 -1.394 -0.477
H -7.51029 2.05167 -1.12462 0.044 -1.660 1.140
H -5.62684 0.26505 -1.58692 -1.154 -0.433 1.497
H -3.25775 2.11496 -1.55980 0.436 -0.577 -0.199
H -3.14552 1.72662 1.06923 0.595 -0.914 0.139
```
Forces are in eV/Å.

The SMILES is CCCCN(CCP(=O)(OCC)OCC)/C(N[C@@H](I)CC)=[N+](\C[C@@H](C)OCc1ccccc1)P(O)O. The multiplicity is 1. Its total charge is +1.

---

ORCA calculation (ωB97M-V with the def2-TZVPD basis set) on 5 unconnected molecules or ions with the total composition C24H45IO11 in a non-equilibrium geometry.

The geometry in XYZ format:
```
81
Properties=species:S:1:pos:R:3:forces:R:3
C -4.99616 -1.60250 1.28614 0.082 -0.046 -0.280
C -4.69786 -3.08489 0.96279 0.067 0.036 0.402
C -3.27009 -3.55914 1.34298 -0.249 0.041 -0.052
C -2.37984 -4.12271 0.20512 0.184 -0.196 0.344
C -0.93989 -3.54933 0.18853 -0.273 -0.461 -0.195
C -0.45981 -2.71664 -0.99333 0.702 0.755 0.394
O 0.82469 -2.13205 -0.52576 -0.296 -0.221 0.008
C 0.53515 -0.95753 0.06379 0.040 0.241 0.383
O 1.18616 -0.41710 0.90360 -0.029 -0.173 -0.464
O -0.63266 -0.46290 -0.42327 -0.266 -0.202 0.241
C -1.09386 -1.38943 -1.39725 0.178 -0.079 -0.857
I -3.15996 -1.26535 -1.82565 0.054 0.146 0.241
H -5.36424 -1.06120 0.41235 -0.067 -0.022 0.161
H -4.09853 -1.06927 1.61074 -0.069 -0.037 0.008
H -5.74810 -1.49955 2.06838 0.062 0.019 -0.011
H -5.40265 -3.69000 1.53945 -0.034 -0.047 -0.252
H -4.88837 -3.29007 -0.09261 0.001 -0.030 0.046
H -2.75993 -2.73944 1.85770 0.045 -0.020 -0.132
H -3.37359 -4.35014 2.09147 0.106 0.109 0.005
H -2.26507 -5.19164 0.40497 -0.091 0.041 -0.215
H -2.86898 -4.05553 -0.76782 0.043 0.145 0.043
H -0.75718 -2.99728 1.11508 -0.063 0.112 -0.139
H -0.24245 -4.39322 0.21140 0.048 0.163 0.070
H -0.19062 -3.28478 -1.88175 -0.312 -0.187 0.080
H -0.64960 -1.10374 -2.35446 -0.015 -0.031 0.111
C -2.95181 3.91834 -0.50576 0.017 0.020 0.066
C -4.04350 3.11527 -1.17835 0.154 0.150 -0.019
O -4.64073 2.16492 -0.29067 -0.072 -0.247 -0.131
C -5.66616 2.46007 0.53280 0.048 0.129 0.107
C -6.03316 3.90687 0.76256 -0.198 0.004 -0.194
O -6.21795 1.56067 1.10457 -0.016 -0.025 0.001
H -3.34496 4.53193 0.30474 -0.017 0.035 -0.036
H -2.46969 4.57648 -1.23041 0.001 0.003 0.003
H -2.20115 3.25145 -0.07967 0.003 -0.023 -0.038
H -4.80280 3.75415 -1.63139 -0.021 0.002 0.043
H -3.62137 2.50855 -1.97955 -0.021 -0.048 0.022
H -5.43365 4.28957 1.58788 0.031 0.015 -0.007
H -7.08120 3.94619 1.04657 0.029 -0.050 0.098
H -5.88967 4.54552 -0.10552 0.104 0.013 0.042
C 5.75413 0.50682 4.50252 -0.027 0.084 -0.065
C 4.47005 0.34751 5.29021 0.122 -0.073 -0.019
O 3.69503 1.54701 5.30814 -0.093 -0.029 0.121
C 2.80456 1.85491 4.33485 0.092 0.051 -0.130
C 2.81605 1.06981 3.04506 -0.128 -0.085 0.230
O 2.07219 2.78753 4.51225 0.002 0.015 0.013
H 5.55551 0.71037 3.45024 -0.008 -0.050 -0.007
H 6.35435 -0.40144 4.56894 -0.001 -0.003 0.015
H 6.33572 1.33912 4.89851 0.010 -0.021 0.029
H 3.87342 -0.49222 4.93124 -0.005 0.018 -0.022
H 4.69659 0.15016 6.33720 -0.020 0.043 0.011
H 3.52375 1.53909 2.36155 0.024 -0.021 -0.012
H 1.82693 1.11867 2.60818 -0.019 0.106 -0.053
H 3.07795 0.02174 3.16338 0.087 0.024 -0.052
C 1.49680 3.91692 -3.83863 -0.028 0.093 -0.069
C 0.14368 3.70561 -3.19310 0.146 -0.082 -0.015
O -0.65177 4.89538 -3.20449 -0.108 -0.026 0.174
C -1.44900 5.24144 -4.23702 0.068 0.015 -0.135
C -1.29089 4.53168 -5.56128 -0.190 -0.178 0.048
O -2.22406 6.14338 -4.08331 -0.033 0.003 0.029
H 1.40408 4.16253 -4.89663 -0.005 -0.051 -0.009
H 2.10296 3.01515 -3.74850 -0.001 -0.006 0.016
H 2.01980 4.73891 -3.35072 0.008 -0.024 0.033
H -0.40135 2.87453 -3.64430 -0.010 0.025 -0.026
H 0.26619 3.46865 -2.13707 -0.034 0.040 0.014
H -0.53469 5.05362 -6.14673 0.032 -0.010 0.001
H -2.23919 4.59009 -6.08843 0.019 0.113 -0.012
H -1.01200 3.48436 -5.47478 0.101 0.041 -0.006
C 4.16490 -2.68555 0.61892 0.138 -0.029 0.004
C 3.66173 -3.63588 -0.44720 0.012 0.067 0.150
O 4.57277 -3.74395 -1.54806 -0.123 -0.061 -0.119
C 5.59889 -4.61884 -1.56997 0.105 0.038 0.094
C 5.99649 -5.32362 -0.29310 -0.150 -0.220 -0.046
O 6.20477 -4.76887 -2.59398 0.006 0.006 -0.023
H 5.08946 -3.04326 1.07405 -0.029 -0.034 0.028
H 3.41552 -2.56771 1.40226 -0.032 0.023 -0.028
H 4.36531 -1.70693 0.18290 -0.057 0.015 0.001
H 3.42757 -4.62174 -0.04093 0.057 -0.006 -0.004
H 2.74638 -3.24210 -0.87674 0.079 -0.028 -0.084
H 6.71539 -4.70048 0.23782 -0.010 0.022 0.023
H 6.48034 -6.25814 -0.56347 0.086 0.063 -0.043
H 5.16494 -5.54887 0.36980 0.026 0.097 0.044
```
Forces are in eV/Å.

The SMILES is CCCCC[C@@H]1OC(=O)O[C@@H]1I.CCOC(C)=O.CCOC(C)=O.CCOC(C)=O.CCOC(C)=O. The multiplicity is 1.

---

| no. | HOMO-LUMO gap (eV) | HOMO level (eV) |
| --- | --- | --- |
| 1 | 6.948 | -10.66 |
| 2 | 9.900 | -9.99 |